# 1
The following is a quantum chemistry calculation of a molecular structure, C43H42BrIrN8O, from the OMol25 dataset.

```
96
C43H42BrIrN8O (the ωB97M-V functional and the def2-TZVPD basis)
Ir 0.51279 -0.24064 -0.19872
C 3.08308 -0.78351 2.91363
C 1.71768 -1.25403 3.41734
C 0.82000 -1.89309 2.34846
N -0.04301 -1.00108 1.55908
C -1.32339 -0.84924 1.86949
C -1.79561 -1.16775 3.17051
C -3.06560 -1.16591 3.69714
C -4.28228 -0.88296 3.08400
C -4.49578 -0.53671 1.75217
C -3.58783 -0.36234 0.73575
C -2.16842 -0.44081 0.72515
N -1.47178 -0.23713 -0.37928
C -1.99073 -0.34937 -1.73606
C -1.28226 -1.50953 -2.49153
C -0.58454 -2.56577 -1.62279
N 0.64086 -2.04816 -1.03560
C 1.86602 -2.51928 -1.25996
C 2.08520 -3.81091 -1.76757
C 3.23559 -4.45055 -2.20006
C 4.53519 -3.98996 -2.28616
C 4.96811 -2.73868 -1.87778
C 4.28540 -1.71950 -1.24197
C 2.94316 -1.60053 -0.82272
N 2.52488 -0.59662 -0.05550
C 3.45199 0.29854 0.62717
C 3.04176 0.50479 2.08080
H 3.74181 -0.64643 3.77236
H 3.52326 -1.59410 2.32328
H 1.87593 -2.02131 4.17934
H 1.18874 -0.43309 3.91286
H 1.44856 -2.40697 1.61938
H 0.18615 -2.65414 2.80499
H -1.01671 -1.42445 3.87550
H -3.12347 -1.42872 4.74717
H -5.16231 -0.94864 3.71100
H -5.52943 -0.36933 1.47301
H -4.02413 -0.06455 -0.20657
H -3.06473 -0.51475 -1.74232
H -1.78151 0.58706 -2.25435
H -2.03613 -2.02020 -3.09286
H -0.54178 -1.09257 -3.17235
H -1.25265 -2.90775 -0.82345
H -0.38350 -3.42651 -2.25634
H 1.19786 -4.42632 -1.82122
H 3.07508 -5.46712 -2.54261
H 5.27153 -4.65579 -2.71551
H 6.01255 -2.51908 -2.07182
H 4.88582 -0.84104 -1.05389
H 4.45912 -0.11915 0.62593
H 3.50184 1.26114 0.10465
H 3.69606 1.26568 2.51169
H 2.03586 0.91184 2.11235
Br 6.65387 2.15764 1.90247
C 5.60032 3.44193 0.99421
C 5.56974 3.43398 -0.39208
C 4.77176 4.34669 -1.06046
C 4.01742 5.26613 -0.33836
C 4.11788 5.31625 1.04408
C 4.89143 4.38415 1.72020
N 3.21125 6.27052 -0.98787
N 2.25594 5.95431 -1.71095
C 1.85061 4.57367 -1.78803
C 1.92173 3.91824 -2.98970
C 1.62268 2.55260 -3.10305
C 1.21464 1.82839 -1.99829
O 0.94518 0.53924 -2.03018
C 1.04354 2.53467 -0.77360
N 0.57542 1.80084 0.28771
C 0.30301 2.40544 1.42080
C 0.51435 3.78195 1.60340
C 1.04368 4.52165 0.58659
C 1.33004 3.90531 -0.65562
H 6.16408 2.71982 -0.94557
H 4.74331 4.34605 -2.14041
H 3.57923 6.08115 1.58912
H 4.95438 4.40118 2.79929
H 2.26520 4.46541 -3.85931
H 1.72317 2.04452 -4.05273
H -0.10980 1.79848 2.21246
H 0.25534 4.22934 2.55264
H 1.21982 5.58178 0.71226
C -5.55759 5.26682 3.49897
C -4.56756 4.18730 3.17505
C -4.18277 3.91625 1.86617
C -3.24939 2.92264 1.62353
N -2.68210 2.18918 2.57952
C -3.04589 2.45520 3.83381
C -3.97186 3.42576 4.17597
H -6.16641 5.52011 2.63288
H -5.03675 6.17185 3.81727
H -6.21612 4.96511 4.31265
H -4.60542 4.47382 1.03995
H -2.93931 2.70439 0.60473
H -2.57590 1.85541 4.60736
H -4.22633 3.58629 5.21613
```

Results
Energy relative to the best compared isomer or geometry (same formula, charge and spin) in kJ/mol: 0.00
Charge: +1
HOMO-LUMO gap (spin up / spin down) in eV: 6.4591 / 4.5422
Multiplicity: 2
LUMO (spin up / spin down) in Eh: -0.1069 / -0.1763

=====

# 2
The following is a quantum chemistry calculation of a molecular structure, C43H42CrF2I2N7OP2Se2, from the OMol25 dataset.

```
102
C43H42CrF2I2N7OP2Se2 (the ωB97M-V functional and the def2-TZVPD basis)
Cr 0.54201 2.23191 -0.75513
Se -4.73348 -1.84768 0.23091
P -2.85455 -2.34199 1.03730
C -3.03679 -2.27953 2.84063
C -2.98716 -3.39749 3.66466
C -3.34312 -3.29417 5.00445
C -3.76418 -2.07803 5.52007
C -3.81567 -0.95740 4.70069
C -3.45835 -1.05752 3.36860
C -2.32424 -4.00485 0.54881
C -1.20528 -4.19354 -0.25392
C -0.88697 -5.46320 -0.71687
C -1.67757 -6.54760 -0.37391
C -2.80284 -6.36289 0.42111
C -3.13573 -5.09522 0.86682
C -1.52184 -1.22011 0.45393
C -0.25600 -0.66183 0.73012
N -0.07538 0.28578 -0.23226
N -1.12065 0.26114 -1.05695
N -1.97563 -0.62590 -0.68394
P 1.22698 -1.07866 1.73970
Se 2.96609 -0.31752 0.82794
C 1.33832 -2.90576 1.73518
C 0.71267 -3.74483 2.64787
C 0.84794 -5.12312 2.56002
C 1.60535 -5.68513 1.54681
C 2.23364 -4.85854 0.62743
C 2.10761 -3.48195 0.72228
C 1.07452 -0.39347 3.43249
C 0.31171 -0.92276 4.47077
C 0.31939 -0.32824 5.72542
C 1.06114 0.81696 5.95787
C 1.79864 1.37123 4.92415
C 1.81135 0.76702 3.67935
H -2.67500 -4.35297 3.26630
H -3.30169 -4.16955 5.63993
H -4.06025 -2.00504 6.55902
H -4.13722 -0.00475 5.10063
H -3.52577 -0.19113 2.72182
H -0.57883 -3.35168 -0.51732
H -0.01679 -5.60136 -1.34551
H -1.42822 -7.53659 -0.73691
H -3.43149 -7.20571 0.67776
H -4.04452 -4.94135 1.43609
H 0.12727 -3.34454 3.45048
H 0.35435 -5.75556 3.28766
H 1.70813 -6.76033 1.47598
H 2.83466 -5.28451 -0.16578
H 2.62086 -2.84188 0.01809
H -0.30862 -1.78993 4.33483
H -0.27011 -0.76662 6.51852
H 1.06313 1.27506 6.93868
H 2.37593 2.27215 5.08572
H 2.41068 1.18877 2.88552
I 1.81957 6.00904 -3.87410
C -0.05526 5.48105 -3.13656
C -1.21631 6.12402 -3.62212
C -2.45323 5.77781 -3.15975
I -4.11925 6.77430 -3.92700
C -2.60029 4.74555 -2.19283
C -3.81342 4.30077 -1.61652
C -3.79348 3.30494 -0.68400
C -2.57060 2.69820 -0.34030
N -1.43581 3.06778 -0.87748
C -1.43300 4.10480 -1.75533
C -0.13231 4.48878 -2.19062
O 0.90477 3.86972 -1.65960
H -1.11373 6.90608 -4.36113
H -4.74684 4.75563 -1.92005
H -4.70241 2.95184 -0.21874
H -2.53894 1.88237 0.36980
C 5.76618 2.57471 0.18189
C 5.01754 2.65348 -1.15217
C 3.60190 2.33943 -0.99080
N 2.50438 2.08025 -0.81212
H 6.83041 2.72897 0.01369
H 5.62314 1.60114 0.64835
H 5.40793 3.33904 0.86941
H 5.43078 1.95363 -1.87982
H 5.07971 3.65180 -1.58767
F -0.26777 2.17789 1.95189
C 0.64073 2.89237 1.17236
F 0.20273 4.20633 1.22434
H 1.58102 2.87966 1.73202
C 2.82585 2.03857 -5.72788
C 1.63300 1.35938 -5.06391
C 1.83767 -0.15303 -5.04271
C 0.34884 1.71246 -5.82167
N 1.62706 1.86166 -3.67830
N 0.55977 1.38840 -2.86663
H 2.93482 1.69861 -6.75827
H 3.74254 1.80725 -5.18338
H 2.69657 3.12362 -5.73944
H 2.06045 -0.51596 -6.04672
H 0.94531 -0.68036 -4.69856
H 2.67133 -0.41055 -4.38674
H 0.41910 1.39871 -6.86433
H 0.17817 2.79227 -5.80407
H -0.52570 1.21508 -5.39650
H 1.57269 2.87594 -3.67245
H 0.70813 0.40181 -2.67935
H -0.35214 1.46716 -3.31800
```

Results
Energy relative to the best compared isomer or geometry (same formula, charge and spin) in kJ/mol: 104.15
HOMO-LUMO gap (spin up / spin down) in eV: 6.6839 / 7.0046
Multiplicity: 2
LUMO (spin up / spin down) in Eh: -0.0263 / -0.0145

=====

# 3
The following is a quantum chemistry calculation of a molecular structure, C43H42IN8O3S2Tl, from the OMol25 dataset.

```
100
C43H42IN8O3S2Tl (the ωB97M-V functional and the def2-TZVPD basis)
Tl 0.39986 0.12204 -0.83727
C -6.56557 2.41946 -3.13133
C -5.36555 1.76695 -2.49868
C -5.41541 1.16519 -1.24510
C -4.29079 0.61726 -0.66356
C -3.02154 0.58626 -1.28730
N -1.92839 0.02550 -0.64898
C -2.19630 -0.89998 0.37180
C -2.93138 -2.07036 0.15529
C -3.06143 -3.04826 1.12289
C -2.42106 -2.92899 2.35504
C -2.44576 -4.03729 3.37256
C -1.68909 -1.77725 2.58753
C -1.61159 -0.77042 1.63332
N -0.86099 0.39687 1.98993
C -0.81162 0.96854 3.20844
C 0.11594 1.98070 3.17175
C 0.60980 1.96095 1.86749
N -0.00139 1.02501 1.16103
C -2.99156 1.21660 -2.54949
C -4.12824 1.78985 -3.11298
N -1.79663 1.34504 -3.32961
C -1.70005 1.30330 -4.67817
C -0.42666 1.69351 -5.01071
C 0.18747 1.95397 -3.77548
N -0.64472 1.73755 -2.76668
H -7.48481 2.09709 -2.64240
H -6.64733 2.16855 -4.18994
H -6.51712 3.50815 -3.05674
H -6.35152 1.14495 -0.69758
H -4.37863 0.19051 0.32576
H -3.40190 -2.19663 -0.81302
H -3.63162 -3.94360 0.90284
H -3.23688 -4.75373 3.15256
H -2.60818 -3.65218 4.38012
H -1.49643 -4.57810 3.37798
H -1.12795 -1.67607 3.51002
H -1.45352 0.62061 3.99884
H 0.40190 2.63894 3.97229
H 1.37950 2.55516 1.41378
H -4.02267 2.30473 -4.06127
H -2.52793 0.98822 -5.28913
H 0.00349 1.75481 -5.99484
H 1.20921 2.23586 -3.57051
I 3.62204 -0.18230 -0.92611
C 3.28593 -0.39758 -2.96284
C 4.36886 -0.25283 -3.78178
C 4.27656 -0.59869 -5.14717
C 3.12364 -1.13522 -5.63159
C 1.98475 -1.28478 -4.80153
C 0.80184 -1.87561 -5.31660
C -0.31085 -1.99767 -4.54611
C -0.31674 -1.46467 -3.23438
C 0.80822 -0.90475 -2.70458
C 2.02223 -0.85320 -3.44766
H 5.31287 0.08594 -3.37791
H 5.14106 -0.47691 -5.78631
H 3.05724 -1.45953 -6.66327
H 0.80584 -2.22579 -6.34201
H -1.20794 -2.45681 -4.94211
H -1.24372 -1.45494 -2.66928
N 2.24348 -2.56263 8.19978
C 2.48918 -2.04838 6.93760
C 3.44756 -2.63142 6.10879
C 3.71279 -2.09878 4.85924
C 3.02308 -0.97924 4.41695
C 2.07545 -0.38173 5.24265
C 1.80673 -0.91284 6.48885
S 3.31250 -0.32869 2.80482
O 3.36933 1.11013 2.93159
O 4.47374 -1.01892 2.28982
N 2.02201 -0.62411 1.94579
C 1.58337 -1.82218 1.56190
S 1.76865 -3.36256 2.38319
C 0.76954 -4.12409 1.19349
C 0.37721 -3.21463 0.28158
N 0.83347 -1.93318 0.48318
H 2.53333 -3.50748 8.37818
H 1.38686 -2.29519 8.65049
H 3.98973 -3.50522 6.45174
H 4.45700 -2.54776 4.21502
H 1.55276 0.50064 4.89607
H 1.06981 -0.44533 7.13237
H 0.55768 -5.17950 1.21438
H -0.24039 -3.41813 -0.58268
C -1.04420 3.77860 -0.07630
C 0.24476 4.09224 -0.80006
O 1.13054 2.96740 -0.83553
C 2.43125 3.34874 -1.29583
C 3.35516 3.67955 -0.14050
H -1.74329 4.59676 -0.26065
H -0.90233 3.69320 1.00204
H -1.49455 2.85698 -0.43893
H 0.75616 4.92424 -0.30329
H 0.04529 4.39432 -1.83382
H 2.33196 4.19006 -1.98996
H 2.82985 2.50499 -1.85994
H 2.96591 4.50315 0.46091
H 4.33453 3.97849 -0.51876
H 3.49731 2.80855 0.50655
```

Results
Energy relative to the best compared isomer or geometry (same formula, charge and spin) in kJ/mol: 17.08
HOMO-LUMO gap in eV: 7.1891
Multiplicity: 1
LUMO in Eh: 0.0079